No. 1
Formula: C5H12N2O
Source: the Open Molecules 2025 dataset
Level of theory: wB97M-V/def2-TZVPD

Calculated values
SMILES string: CC(C)[C@H](N)C(N)=O
Frontier orbital gap in eV: 9.9
Energy relative to the best compared isomer or geometry (same formula, charge and spin) in kJ/mol: 303.5
E_LUMO in eV: 0.80

Geometry (Å):
C: -1.3043 0.9097 0.3497
C: -0.7542 -1.1768 -0.0767
N: -1.0655 -1.7752 1.1637
O: -1.3243 -1.4657 -1.1425
H: -0.3829 -2.4023 1.5733
H: -2.0506 -1.9989 1.2519
H: -1.3295 1.7332 1.0702
H: -1.4456 1.3002 -0.6575
H: -2.2253 0.4014 0.6419
C: 1.1315 1.8495 -0.2097
N: 1.2741 -0.7223 -1.4879
C: 0.7711 -0.7022 -0.1218
C: 0.5374 0.6501 0.4685
H: 0.4766 -0.7497 -2.1275
H: 1.7871 -1.5836 -1.6502
H: 1.3518 -1.3422 0.5474
H: 0.6428 0.6386 1.5521
H: 2.2235 1.7922 -0.1182
H: 0.7912 2.7802 0.2488
H: 0.8953 1.8635 -1.2756

Atoms 1-3, force components in eV/Å:
2.0 2.5 0.4
2.7 -4.7 -1.6
-0.8 1.1 -0.4

Atom charges from the natural (NBO) analysis, given in e for atoms 1 to 8: number 1, C, carries -0.713; number 2, C, carries 0.717; number 3, N, carries -0.896; number 4, O, carries -0.633; number 5, H, carries 0.399; number 6, H, carries 0.388; number 7, H, carries 0.213; number 8, H, carries 0.211



No. 2
Formula: C5H21NO7
Source: the Open Molecules 2025 dataset
Level of theory: wB97M-V/def2-TZVPD

Calculated values
Charge: +1
Frontier orbital gap (alpha / beta) in eV: 10.3 / 5.0
Energy relative to the best compared isomer or geometry (same formula, charge and spin) in kJ/mol: 256.6
E_LUMO (alpha / beta) in eV: -4.01 / -9.26
Multiplicity: 2

Geometry (Å):
O: 1.5491 -1.8280 -0.7566
C: 0.4014 -1.6185 -0.5667
O: -0.3448 -2.6501 -0.0721
C: -0.4020 -0.3967 -0.5110
C: -0.0765 0.4127 0.6775
C: -1.3887 0.3612 1.6543
C: -1.1178 -0.7965 2.6075
N: -0.2630 0.2265 -1.8527
H: 0.0245 -3.5158 -0.4484
H: -1.5166 -0.5856 -0.5248
H: 0.9224 0.2172 1.2550
H: -0.0849 1.4152 0.2799
H: -1.2153 1.3128 2.2130
H: -2.3825 0.3694 1.1830
H: -1.3390 -1.8523 2.3105
H: -1.6774 -0.4964 3.4515
H: -0.0701 -0.6906 3.0750
H: -0.2134 -0.4612 -2.5119
H: 0.2254 1.0880 -2.1926
H: -3.9316 1.0044 -1.7303
H: -2.3571 1.0070 -1.1190
O: -3.2729 1.1454 -0.8922
H: 0.3336 3.7041 -1.4853
H: -0.6346 4.0122 -0.4578
O: -0.5303 3.9884 -1.4591
H: 0.5607 -2.7647 1.6273
H: 2.0299 -2.4260 1.6504
O: 1.2858 -2.7244 2.2500
H: 2.2926 -0.4944 -2.4569
H: 3.6406 -0.7614 -2.0115
O: 3.1851 -0.4889 -2.7644
H: 2.0804 1.7492 0.7134
H: 2.3352 0.9440 -0.8542
O: 1.9518 1.5940 -0.2808

Atoms 1-3, force components in eV/Å:
1.4 1.5 -1.3
-0.9 -4.3 2.0
-0.4 -1.2 -1.7

Atom charges from the natural (NBO) analysis, given in e for atoms 1 to 8: number 1, O, carries -0.529; number 2, C, carries 0.780; number 3, O, carries -0.699; number 4, C, carries -0.232; number 5, C, carries -0.424; number 6, C, carries -0.395; number 7, C, carries -0.647; number 8, N, carries -0.323



No. 3
Formula: C2H4N2O2
Source: the Open Molecules 2025 dataset
Level of theory: wB97M-V/def2-TZVPD

Calculated values
Charge: -2
Frontier orbital gap in eV: 7.2
Energy relative to the best compared isomer or geometry (same formula, charge and spin) in kJ/mol: 0.0
E_LUMO in eV: 6.32

Geometry (Å):
C: -5.1098 2.1628 3.3072
C: 5.2424 -2.1903 -3.2962
N: -6.1895 1.8577 3.8385
N: 5.2633 -1.7123 -4.6101
O: -6.2405 1.5671 5.1142
O: 5.8812 -0.5638 -4.8779
H: -4.1263 1.8338 3.7371
H: -5.0437 1.9987 2.2883
H: 5.6766 -1.9215 -2.3468
H: 4.6463 -3.0322 -3.1544

Atoms 1-3, force components in eV/Å:
4.4 -0.7 -0.1
0.3 1.5 -3.8
-3.7 -0.7 2.3

Atom charges from the natural (NBO) analysis, given in e for atoms 1 to 8: number 1, C, carries -0.398; number 2, C, carries -0.464; number 3, N, carries -0.111; number 4, N, carries -0.100; number 5, O, carries -0.716; number 6, O, carries -0.689; number 7, H, carries 0.092; number 8, H, carries 0.132



No. 4
Formula: C19H52CrINO8P2Si5
Source: the Open Molecules 2025 dataset
Level of theory: wB97M-V/def2-TZVPD

Calculated values
Charge: -1
Frontier orbital gap (alpha / beta) in eV: 8.0 / 7.4
Energy relative to the best compared isomer or geometry (same formula, charge and spin) in kJ/mol: 76.2
E_LUMO (alpha / beta) in eV: 2.47 / 2.47
Multiplicity: 4

Geometry (Å):
Cr: -0.4521 0.4808 0.7968
C: -3.1549 3.9677 0.4518
C: -1.6576 3.8461 0.6133
O: -1.0221 5.1032 0.7907
P: -1.2211 2.7690 2.0247
O: -1.8716 3.4643 3.3215
O: 0.2788 2.7285 2.1540
O: -1.8922 1.4335 1.8825
P: -0.8849 3.0026 -0.8402
O: 0.6934 3.1369 -0.4921
O: -1.1856 3.7136 -2.0916
O: -1.2515 1.5294 -0.7399
H: -3.5606 4.6041 1.2395
H: -3.5968 2.9751 0.5256
H: -3.3875 4.3926 -0.5242
H: -0.8317 5.4488 -0.0949
H: -1.2986 4.1661 3.6240
H: 1.6470 1.7580 2.0996
H: 0.8297 3.0491 0.4698
C: 2.5615 1.4713 4.8206
Si: 3.3647 0.8720 3.2009
C: 3.7340 -0.9987 3.2893
C: 5.0208 1.7856 2.9077
O: 2.4143 1.1885 1.9188
H: 3.2133 1.3392 5.6778
H: 1.6525 0.9055 5.0066
H: 2.2967 2.5241 4.7625
H: 4.7653 -1.2008 3.5631
H: 3.5327 -1.4954 2.3452
H: 3.0902 -1.4695 4.0237
H: 5.6806 1.6674 3.7593
H: 4.8688 2.8483 2.7517
H: 5.5366 1.3946 2.0363
C: 4.3754 -0.4251 -0.6920
C: 3.3643 0.5365 -1.3368
C: 3.3522 0.3483 -2.8597
C: 3.7348 1.9874 -0.9955
C: 2.0549 0.2777 -0.7708
N: 1.0576 0.1121 -0.1917
H: 5.3819 -0.1768 -1.0280
H: 4.1543 -1.4533 -0.9714
H: 4.3332 -0.3391 0.3911
H: 4.3398 0.5698 -3.2621
H: 2.6326 1.0188 -3.3241
H: 3.0992 -0.6784 -3.1158
H: 4.7144 2.2253 -1.4057
H: 3.7644 2.1133 0.0825
H: 3.0021 2.6758 -1.4091
I: -0.0794 -1.0213 2.9257
C: -3.3441 0.7803 -2.9750
Si: -1.8012 -0.3442 -2.7738
C: -2.1216 -1.7572 -4.0478
C: -0.2957 0.5664 -3.5299
Si: -1.4949 -1.2684 -0.5852
Si: -3.6200 -1.7122 0.4168
C: -3.6221 -2.9310 1.9040
C: -4.5080 -0.1217 0.9991
C: -4.7773 -2.5529 -0.8665
Si: -0.2691 -3.3532 -0.6393
C: -1.1242 -4.6065 -1.8211
C: -0.0429 -4.3658 0.9776
C: 1.5144 -3.1237 -1.3304
H: -3.5382 1.0168 -4.0195
H: -3.1813 1.7183 -2.4550
H: -4.2424 0.3204 -2.5694
H: -2.4967 -1.3711 -4.9904
H: -2.8503 -2.4651 -3.6722
H: -1.2113 -2.3050 -4.2650
H: -0.5546 1.1287 -4.4253
H: 0.5062 -0.1228 -3.7833
H: 0.0855 1.2799 -2.8070
H: -2.8959 -2.6381 2.6539
H: -3.3612 -3.9324 1.5746
H: -4.5964 -2.9854 2.3834
H: -3.8595 0.4181 1.6818
H: -5.4451 -0.3072 1.5175
H: -4.7150 0.5366 0.1593
H: -4.3264 -3.4600 -1.2524
H: -4.9716 -1.9040 -1.7124
H: -5.7338 -2.8220 -0.4299
H: -2.1028 -4.8809 -1.4432
H: -0.5497 -5.5215 -1.9292
H: -1.2649 -4.1942 -2.8120
H: -0.9842 -4.4491 1.5082
H: 0.6535 -3.8854 1.6556
H: 0.3151 -5.3741 0.7830
H: 1.5018 -2.5857 -2.2738
H: 2.0378 -4.0626 -1.4935
H: 2.0953 -2.5357 -0.6268

Atoms 1-3, force components in eV/Å:
-2.9 0.0 1.0
-0.1 -0.1 0.0
0.4 -0.6 -0.1

Atom charges from the natural (NBO) analysis, given in e for atoms 1 to 8: number 1, Cr, carries 0.928; number 2, C, carries -0.639; number 3, C, carries -0.486; number 4, O, carries -0.728; number 5, P, carries 2.366; number 6, O, carries -0.972; number 7, O, carries -1.170; number 8, O, carries -1.132